Entry from OMol25: a cluster of 11 separate species, C38H106N8O14 in total (the ωB97M-V functional and the def2-TZVPD basis).

Values from the calculation:
SMILES = COC[C@H](C)N.COC[C@H](C)N.COC[C@H](C)N.COC[C@H](C)N.COC[C@H](C)N.COC[C@H](C)N.COC[C@H](C)N.COC[C@H](C)N.OCCO.OCCO.OCCO
E_HOMO = -0.30165 Eh
Kohn-Sham gap = 8.47 eV
molecular weight = 899.31 g/mol

Geometry (Å):
C 23.593 -16.951 23.560
O 24.889 -17.437 24.029
C 25.831 -16.399 24.178
C 27.168 -16.875 24.693
C 28.271 -15.785 24.809
N 27.608 -17.923 23.779
H 23.628 -16.712 22.497
H 23.184 -16.108 24.117
H 22.872 -17.742 23.766
H 25.917 -16.048 23.149
H 25.408 -15.529 24.681
H 27.118 -17.380 25.658
H 29.058 -16.252 25.401
H 27.899 -14.981 25.444
H 28.674 -15.458 23.850
H 26.685 -18.301 23.622
H 27.850 -17.405 22.946
C 18.833 -18.716 20.350
O 18.145 -18.616 19.121
C 17.296 -17.541 18.844
C 15.973 -17.588 19.669
C 15.148 -18.651 18.943
N 15.314 -16.305 19.393
H 19.417 -17.828 20.595
H 19.611 -19.471 20.241
H 18.173 -19.023 21.161
H 17.704 -16.530 18.843
H 17.059 -17.655 17.786
H 16.040 -17.916 20.706
H 14.982 -18.340 17.911
H 14.152 -18.782 19.366
H 15.671 -19.602 18.846
H 15.750 -15.618 19.990
H 15.474 -16.097 18.417
C 17.726 -9.742 19.672
O 16.779 -10.610 19.128
C 16.554 -11.691 19.995
C 17.755 -12.785 20.158
C 18.184 -13.371 18.841
N 17.367 -13.948 21.042
H 17.676 -9.627 20.755
H 17.503 -8.818 19.140
H 18.735 -9.950 19.316
H 16.138 -11.388 20.956
H 15.677 -12.193 19.587
H 18.586 -12.260 20.631
H 18.725 -12.612 18.277
H 17.315 -13.660 18.248
H 18.747 -14.272 19.083
H 18.152 -14.561 21.210
H 17.258 -13.625 21.993
C 22.464 -14.322 20.711
O 23.821 -14.125 21.223
C 24.810 -14.639 20.330
C 24.979 -13.881 18.962
C 25.057 -12.347 19.180
N 23.947 -14.146 18.022
H 22.149 -13.460 20.123
H 21.769 -14.429 21.544
H 22.305 -15.225 20.122
H 25.725 -14.575 20.919
H 24.633 -15.699 20.153
H 25.945 -14.196 18.568
H 25.243 -11.800 18.256
H 25.863 -12.102 19.871
H 24.180 -11.939 19.682
H 23.298 -13.383 18.156
H 24.359 -14.017 17.109
C 15.943 -6.999 26.588
O 16.185 -8.060 25.666
C 17.448 -8.690 25.910
C 17.653 -9.803 24.923
C 18.039 -9.332 23.578
N 16.586 -10.766 24.899
H 15.237 -6.264 26.200
H 16.866 -6.559 26.965
H 15.484 -7.591 27.380
H 18.250 -7.967 25.758
H 17.548 -8.988 26.953
H 18.474 -10.401 25.319
H 18.123 -10.243 22.985
H 19.010 -8.860 23.427
H 17.216 -8.750 23.163
H 15.774 -10.239 24.611
H 16.374 -11.012 25.855
C 19.134 -13.007 27.435
O 19.761 -12.883 28.728
C 19.449 -11.657 29.338
C 20.101 -10.396 28.677
C 21.597 -10.553 28.712
N 19.765 -9.219 29.461
H 19.313 -13.991 27.001
H 19.591 -12.401 26.652
H 18.048 -12.928 27.493
H 18.385 -11.530 29.542
H 19.898 -11.748 30.327
H 19.604 -10.283 27.713
H 22.065 -10.253 29.649
H 22.059 -10.045 27.865
H 21.851 -11.600 28.547
H 20.484 -8.529 29.295
H 19.654 -9.571 30.401
C 19.258 -21.440 23.333
O 18.035 -20.805 23.464
C 18.027 -19.748 24.447
C 16.704 -19.172 24.632
C 16.160 -18.470 23.386
N 16.857 -18.207 25.686
H 19.382 -21.954 24.286
H 20.109 -20.862 22.972
H 19.076 -22.260 22.638
H 18.310 -20.283 25.353
H 18.687 -18.899 24.270
H 16.031 -19.876 25.121
H 16.222 -19.032 22.454
H 16.743 -17.584 23.134
H 15.105 -18.265 23.568
H 17.500 -18.521 26.399
H 17.354 -17.466 25.212
C 24.124 -16.657 27.262
O 23.280 -15.667 27.788
C 23.082 -14.560 26.948
C 24.353 -13.690 26.966
C 24.774 -13.398 28.334
N 24.108 -12.373 26.358
H 23.787 -17.107 26.329
H 24.340 -17.382 28.047
H 25.128 -16.258 27.121
H 22.789 -14.900 25.955
H 22.346 -13.929 27.445
H 25.160 -14.117 26.370
H 25.702 -12.837 28.219
H 25.030 -14.315 28.865
H 24.159 -12.760 28.969
H 24.835 -11.755 26.689
H 24.286 -12.479 25.370
O 14.442 -14.024 21.576
C 14.190 -13.309 22.792
C 15.074 -13.869 23.895
O 16.362 -13.394 23.773
H 15.368 -13.810 21.440
H 14.440 -12.292 22.490
H 13.111 -13.303 22.947
H 15.201 -14.947 24.000
H 14.841 -13.522 24.902
H 16.434 -12.495 24.100
O 18.023 -15.777 23.793
C 19.316 -15.636 23.325
C 20.102 -14.432 23.908
O 19.585 -13.178 23.451
H 17.608 -14.913 23.743
H 19.737 -16.623 23.515
H 19.278 -15.428 22.255
H 21.141 -14.548 23.599
H 20.027 -14.479 24.994
H 19.866 -12.429 23.982
O 21.849 -11.620 25.202
C 22.280 -10.738 24.198
C 22.794 -11.652 23.013
O 23.874 -12.503 23.413
H 22.633 -12.106 25.470
H 21.435 -10.082 23.986
H 23.158 -10.195 24.546
H 23.174 -11.132 22.134
H 21.974 -12.298 22.698
H 23.971 -13.197 22.757